Record 1
Here is C4H2GdO as an isolated structure from the OMol25 dataset. Energies are from ωB97M-V/def2-TZVPD.

## Properties
HOMO energy (spin up / spin down), hartree: -0.625 / -0.692
Gap between HOMO and LUMO (spin up / spin down), hartree: 0.1954 / 0.2140
Total charge: +2
2S+1: 9
Energy relative to the best compared isomer or geometry (same formula, charge and spin), kcal/mol: 87.5
⟨S²⟩: 20.67
Total energy, eV: -27033.6324
LUMO level (spin up / spin down), eV: -11.7 / -13.0

Element x y z (Å)
C 0.031 1.970 -1.195
C 0.504 1.491 -0.115
H 0.287 2.267 0.716
O 1.369 -0.993 -1.700
C 0.274 -0.841 -1.256
C -0.325 0.212 -0.456
H -1.422 0.242 -0.545
Gd -0.642 -0.891 1.761



Record 2
Here is a 4-piece molecular cluster, C2H13NO3 overall from the OMol25 dataset. Energies are from ωB97M-V/def2-TZVPD.

## Properties
HOMO energy, hartree: -0.315
Gap between HOMO and LUMO, hartree: 0.3342
Total charge: 0
Energy relative to the best compared isomer or geometry (same formula, charge and spin), kcal/mol: 33.0
Total energy, eV: -9916.7806
SMILES: CNC.O.O.O
LUMO level, eV: 0.5

Element x y z (Å)
C -0.130 1.095 0.220
N -1.132 2.023 0.726
C -2.473 1.501 0.549
H -0.266 0.751 -0.815
H 0.871 1.505 0.278
H -0.130 0.203 0.860
H -0.894 2.939 0.442
H -3.183 2.107 1.115
H -2.478 0.466 0.867
H -2.821 1.569 -0.489
H 2.719 -0.827 -1.999
H 3.242 -0.367 -0.676
O 2.469 -0.277 -1.247
H 1.635 -2.238 2.253
H 1.385 -1.807 0.730
O 1.505 -2.530 1.351
H 0.109 -2.798 -1.508
H -0.323 -1.426 -0.921
O -0.105 -1.891 -1.734